Entry 1:
Here is one molecule with the formula C5H7N3 in a non-equilibrium geometry from the OMol25 dataset. Energies are from the ωB97M-V functional and the def2-TZVPD basis.

## Properties
E_LUMO (alpha / beta)	-0.1 / -0.5	eV
electronic energy	-9762.44780	eV
Kohn-Sham gap (alpha / beta)	6.98 / 6.79	eV
ΔE to the lowest compared entry with this formula, charge and spin	160.04	kcal/mol

CARTESIAN COORDINATES (ANGSTROEM)
C -1.038 1.623 -0.537
C 0.283 1.612 -0.399
C -1.786 0.488 -0.280
C 0.982 0.567 0.095
C 2.051 -0.335 0.209
N 3.197 -0.256 0.738
N -1.189 -0.653 -0.287
N -1.523 -1.803 0.249
H -1.485 2.608 -0.650
H 0.910 2.431 -0.529
H -2.916 0.425 -0.013
H 1.764 -1.237 -0.317
H 3.833 -0.957 0.451
H -0.721 -2.446 0.494
H -2.362 -2.069 0.775

Atomic forces in eV per Å
C -2.6 2.4 -0.2
C 2.3 -2.1 1.1
C -3.5 -2.1 0.6
C 0.0 -1.2 0.8
C -0.9 0.0 -1.3
N 0.4 2.3 1.0
N 2.9 0.6 0.4
N 0.4 -2.8 0.9
H -0.3 -0.4 -0.3
H 0.9 1.8 -0.7
H 1.8 0.9 -0.5
H -0.3 -0.5 -0.6
H 0.2 -1.3 0.0
H -1.4 1.4 -0.9
H 0.2 1.1 -0.2

---

Entry 2:
Here is a 7-piece molecular cluster, C24H66ClN6O10 overall in a non-equilibrium geometry from the OMol25 dataset. Energies are from the ωB97M-V functional and the def2-TZVPD basis.

## Properties
E_LUMO	2.5	eV
electronic energy	-67886.05850	eV
Kohn-Sham gap	9.08	eV
ΔE to the lowest compared entry with this formula, charge and spin	67.98	kcal/mol
total charge	-1

CARTESIAN COORDINATES (ANGSTROEM)
Cl -0.697 0.522 -0.397
O -1.950 0.307 0.134
O -0.833 1.113 -1.707
O 0.157 1.340 0.424
O -0.111 -0.799 -0.603
C 0.193 -5.928 -3.878
C 0.776 -6.336 -2.513
C 1.047 -5.091 -1.607
O 2.346 -4.538 -1.951
C 2.539 -3.225 -1.446
N -0.245 -7.165 -1.931
H 0.066 -6.757 -4.575
H 0.775 -5.198 -4.440
H -0.751 -5.427 -3.663
H 1.691 -6.914 -2.643
H 0.935 -5.365 -0.557
H 0.234 -4.415 -1.874
H 2.961 -2.715 -2.312
H 3.053 -2.974 -0.518
H 1.580 -2.717 -1.343
H -1.089 -6.694 -1.639
H 0.174 -7.457 -1.059
C -4.313 3.908 3.401
C -4.055 2.788 2.473
C -3.846 3.268 1.018
O -4.935 4.060 0.608
C -6.170 3.448 0.438
N -2.949 1.956 2.985
H -4.220 3.360 4.338
H -5.368 4.170 3.324
H -3.658 4.779 3.381
H -4.840 2.039 2.363
H -3.719 2.442 0.317
H -2.888 3.781 0.936
H -6.496 2.920 1.334
H -6.028 2.715 -0.356
H -6.988 4.086 0.103
H -2.601 1.370 2.239
H -3.277 1.482 3.814
C 3.384 1.649 4.448
C 2.481 1.373 3.270
C 2.745 -0.083 2.705
O 4.096 -0.217 2.277
C 4.424 -1.548 1.880
N 1.147 1.553 3.794
H 3.355 0.800 5.131
H 3.168 2.541 5.037
H 4.431 1.816 4.197
H 2.800 2.046 2.474
H 2.098 -0.326 1.862
H 2.635 -0.772 3.542
H 4.470 -2.147 2.789
H 5.446 -1.649 1.513
H 3.790 -2.066 1.160
H 1.076 1.042 4.662
H 0.528 1.033 3.188
C -4.554 -0.057 -3.260
C -4.018 1.306 -3.738
C -3.992 2.411 -2.675
O -3.291 3.652 -2.883
C -3.806 4.410 -3.970
N -2.666 0.946 -4.271
H -5.544 0.037 -2.815
H -3.993 -0.584 -2.488
H -4.640 -0.770 -4.079
H -4.639 1.548 -4.600
H -3.566 1.966 -1.775
H -5.035 2.607 -2.427
H -4.890 4.407 -4.082
H -3.410 4.117 -4.943
H -3.545 5.444 -3.745
H -2.304 1.845 -4.555
H -2.138 0.734 -3.437
C 6.083 3.980 -3.053
C 4.659 4.132 -3.538
C 3.641 3.633 -2.475
O 4.132 2.419 -1.904
C 3.154 1.936 -0.966
N 4.344 5.559 -3.837
H 6.389 2.973 -2.770
H 6.234 4.484 -2.098
H 6.871 4.258 -3.753
H 4.469 3.621 -4.483
H 2.636 3.575 -2.894
H 3.520 4.422 -1.732
H 2.690 2.753 -0.414
H 3.645 1.192 -0.339
H 2.321 1.395 -1.416
H 4.175 6.068 -2.981
H 3.449 5.613 -4.301
C 0.042 -5.230 4.549
C 0.252 -4.756 3.081
C 1.004 -3.445 2.847
O 0.596 -2.369 3.635
C -0.626 -1.742 3.192
N 1.001 -5.772 2.444
H 0.979 -5.074 5.085
H -0.272 -6.273 4.576
H -0.677 -4.726 5.195
H -0.665 -4.818 2.494
H 0.884 -3.112 1.815
H 2.067 -3.519 3.075
H -1.505 -2.355 3.395
H -0.635 -1.565 2.116
H -0.675 -0.815 3.763
H 1.666 -5.476 1.744
H 1.613 -6.170 3.143

Atomic forces in eV per Å
Cl 3.8 -1.2 -3.2
O -4.1 0.2 2.5
O 0.0 0.7 -0.1
O -0.3 -0.1 0.4
O 0.6 0.2 0.6
C 0.7 0.7 -0.1
C -0.4 1.4 -0.8
C 0.8 -0.6 -1.7
O -1.1 -0.7 1.4
C -1.2 1.2 -1.7
N 0.4 -1.4 1.1
H -0.3 -0.2 0.4
H 0.3 0.1 0.3
H -0.3 -0.2 -0.2
H 0.0 -0.1 0.1
H 0.3 0.0 0.2
H 0.1 0.6 0.3
H 0.7 0.4 0.4
H 0.5 -1.1 0.0
H -0.3 0.0 0.1
H -0.1 0.6 -0.4
H -0.3 -0.6 0.4
C -1.3 -0.7 1.2
C 1.1 -1.4 -2.1
C 0.3 -1.0 0.5
O 0.3 2.2 0.1
C 0.3 -1.5 -0.3
N 0.5 1.4 -0.5
H 0.0 0.8 0.7
H 0.1 0.6 0.0
H 0.1 -0.3 -0.3
H -1.1 0.7 0.5
H -0.2 -0.5 0.1
H -0.3 0.8 0.0
H -0.2 0.0 0.1
H -0.4 -0.5 -0.1
H 0.5 0.7 0.2
H 0.1 -0.6 0.3
H 0.3 -0.5 -0.3
C 1.4 0.0 0.5
C 1.5 -0.9 0.1
C 0.6 0.7 0.8
O 0.5 -0.2 -1.1
C 0.5 0.0 1.2
N -0.6 -0.4 -1.0
H 0.0 -0.1 0.2
H -0.7 0.1 -0.2
H 0.1 -0.4 -0.4
H -0.8 0.4 -0.2
H -0.4 0.0 0.1
H -0.6 -0.3 0.1
H -0.4 -0.4 0.2
H 0.0 0.8 -0.3
H -0.5 0.5 0.0
H 0.2 0.0 0.4
H -0.6 0.4 -0.4
C -1.0 0.2 0.8
C 1.3 -1.5 -0.8
C -0.3 -0.4 0.6
O -0.9 -1.1 -0.9
C 0.2 0.4 0.5
N -1.0 1.1 0.1
H -0.3 0.1 -0.1
H 0.6 0.5 0.0
H 0.1 0.3 -0.2
H -0.1 0.5 -0.1
H 0.3 0.1 0.0
H -0.3 0.4 0.0
H -0.3 -0.4 0.4
H 0.3 -0.1 0.0
H 0.2 0.0 -0.3
H 0.7 0.1 -0.3
H 0.6 -0.2 0.2
C 0.8 -0.6 0.5
C -1.0 0.7 0.4
C 1.3 -0.3 -0.6
O -1.6 0.7 0.1
C 0.2 -0.6 -0.2
N 0.3 -0.3 -0.2
H -0.7 -0.4 -0.2
H -0.1 0.6 -0.1
H -0.4 0.6 -0.2
H 0.3 -0.3 0.1
H -0.1 -0.6 -0.3
H 0.4 0.1 0.6
H 0.3 0.0 0.4
H 0.1 0.4 0.3
H 0.0 0.1 -0.6
H 0.3 0.1 0.4
H -0.1 -0.1 -0.3
C 0.0 0.8 -0.2
C -0.8 0.4 0.3
C -0.6 0.8 0.6
O -1.2 0.8 0.4
C 0.7 -0.3 0.4
N 1.8 -2.5 -0.3
H 0.3 -0.4 0.0
H 0.3 -0.1 -0.2
H -0.2 0.5 -0.6
H -0.6 0.9 0.5
H 0.2 -0.4 -0.5
H 0.1 -0.6 -0.1
H -0.1 -0.2 0.3
H 0.3 0.3 -0.1
H -0.2 0.0 -0.2
H -0.3 0.5 -0.4
H 0.2 -0.4 0.1

---

Entry 3:
Here is a 2-piece molecular cluster, C4H10NOP overall in a non-equilibrium geometry from the OMol25 dataset. Energies are from the ωB97M-V functional and the def2-TZVPD basis.

## Properties
E_LUMO	0.2	eV
electronic energy	-17130.88287	eV
Kohn-Sham gap	8.65	eV
ΔE to the lowest compared entry with this formula, charge and spin	140.33	kcal/mol

CARTESIAN COORDINATES (ANGSTROEM)
C -0.395 -0.051 -0.576
C 1.524 -1.231 -1.017
C 1.586 1.098 -0.175
C -2.465 -0.014 1.334
N 0.865 0.044 -0.768
O -1.298 -1.659 -1.146
P -1.665 1.121 0.035
H 2.073 -1.548 -0.141
H 0.625 -1.840 -1.199
H 2.185 -1.076 -1.867
H 1.128 2.067 -0.387
H 1.777 0.910 0.895
H 2.597 1.057 -0.530
H -3.501 0.061 1.111
H -2.181 0.306 2.303
H -2.120 -1.096 1.152
H -0.736 1.851 0.976

Atomic forces in eV per Å
C -4.6 -4.1 -1.8
C -0.2 0.1 -0.9
C 1.5 1.2 0.8
C 1.5 -1.5 -1.9
N -1.0 -1.2 0.9
O 2.9 5.2 1.9
P 1.5 -0.3 1.3
H 0.2 0.0 0.3
H 0.7 -0.7 -0.3
H 0.1 -0.4 -0.1
H 0.2 -0.2 0.3
H -0.8 0.3 -0.1
H 0.5 0.3 -0.8
H -0.9 -0.1 0.3
H 0.0 0.4 0.9
H -0.5 1.7 0.1
H -1.0 -0.6 -0.9

---

Entry 4:
Here is a 2-piece molecular cluster, C10H19N3O6 overall in a non-equilibrium geometry from the OMol25 dataset. Energies are from the ωB97M-V functional and the def2-TZVPD basis.

## Properties
structure (SMILES)	CNC(=O)[C@H](CO)NC(C)=O.CC(=O)[C@H](N)C(=O)O
E_LUMO	0.4	eV
electronic energy	-27434.50439	eV
Kohn-Sham gap	9.53	eV

CARTESIAN COORDINATES (ANGSTROEM)
C 1.871 -0.650 4.339
N 1.599 0.387 3.346
C 0.517 0.416 2.557
O -0.358 -0.445 2.628
C 0.371 1.568 1.541
C -0.088 1.042 0.177
O 0.957 0.327 -0.454
N 1.576 2.388 1.325
C 2.075 3.280 2.175
C 3.278 4.065 1.707
O 1.618 3.460 3.293
H 2.820 -0.453 4.841
H 1.069 -0.666 5.079
H 1.915 -1.625 3.850
H 2.217 1.183 3.300
H -0.414 2.218 1.930
H -0.360 1.891 -0.453
H -0.965 0.403 0.293
H 0.676 -0.605 -0.506
H 2.043 2.252 0.441
H 3.569 4.768 2.486
H 3.021 4.612 0.802
H 4.100 3.382 1.505
C -4.301 -2.953 -3.196
C -2.913 -2.904 -2.567
O -2.571 -3.847 -1.863
C -2.015 -1.672 -2.796
N -2.179 -1.084 -4.172
C -0.560 -2.059 -2.468
O -0.180 -2.004 -1.308
O 0.263 -2.369 -3.500
H -4.872 -3.795 -2.795
H -4.839 -2.027 -2.979
H -4.215 -3.067 -4.279
H -2.323 -0.921 -2.063
H -1.704 -0.182 -4.245
H -1.810 -1.726 -4.880
H 1.112 -2.590 -3.087

Atomic forces in eV per Å
C -0.5 0.1 -0.3
N 0.9 0.5 0.0
C -0.5 -0.9 0.1
O 0.2 0.5 -0.2
C 0.4 0.3 0.0
C 0.1 -0.2 0.2
O -0.1 -0.2 0.0
N -0.7 -1.1 -1.0
C 0.4 1.0 1.0
C -0.1 0.0 -0.1
O -0.3 -0.1 0.2
H -0.1 0.1 -0.2
H 0.1 -0.1 0.0
H 0.0 0.0 0.1
H -0.1 -0.2 0.2
H 0.0 0.0 0.2
H 0.0 0.1 0.0
H 0.0 0.1 0.2
H 0.3 0.4 0.0
H 0.0 -0.1 0.1
H -0.1 -0.1 -0.1
H 0.2 0.0 -0.1
H 0.1 0.0 -0.1
C 0.2 0.4 0.1
C -0.7 -1.9 0.8
O 0.2 1.6 -0.9
C 0.8 0.0 -2.0
N -0.1 -0.6 1.0
C 0.1 0.6 1.6
O -0.1 -0.4 -1.4
O -0.9 0.1 0.7
H 0.4 0.1 0.0
H 0.0 0.0 -0.2
H 0.0 0.2 0.1
H 0.1 -0.1 0.0
H -0.1 -0.5 0.1
H 0.0 0.4 0.4
H 0.0 0.0 -0.1

---

Entry 5:
Here is C23H31FN2O3Pd as an isolated structure in a non-equilibrium geometry from the OMol25 dataset. Energies are from the ωB97M-V functional and the def2-TZVPD basis.

## Properties
E_LUMO (alpha / beta)	4.9 / 4.9	eV
electronic energy	-39673.74725	eV
Kohn-Sham gap (alpha / beta)	4.66 / 4.66	eV
total charge	-2

CARTESIAN COORDINATES (ANGSTROEM)
Pd -0.655 0.114 -1.098
C 1.511 -1.111 3.917
C 1.003 -0.587 2.576
C -0.443 -1.048 2.233
C 1.109 0.945 2.368
C 0.977 1.810 3.464
C 1.002 3.189 3.234
C 1.190 3.639 1.954
C 1.280 2.804 0.849
C 1.238 3.472 -0.519
C 2.136 2.812 -1.577
C -0.255 3.655 -0.798
C 1.240 1.419 1.027
N 1.284 0.510 -0.036
C 2.497 0.054 -0.369
C 3.682 0.317 0.432
C 4.934 -0.204 0.126
C 5.082 -0.982 -0.987
C 3.973 -1.299 -1.769
C 2.692 -0.817 -1.455
F 1.652 -1.175 -2.165
H 1.681 -2.219 3.893
H 0.721 -0.985 4.641
H 2.383 -0.656 4.308
H 1.668 -0.908 1.737
H -1.128 -0.686 3.079
H -0.523 -2.109 2.089
H -0.699 -0.575 1.247
H 0.931 1.398 4.483
H 0.953 3.915 4.001
H 1.187 4.686 1.734
H 1.656 4.492 -0.299
H 1.753 1.865 -2.006
H 3.156 2.533 -1.360
H 2.260 3.553 -2.407
H -0.801 2.763 -0.519
H -0.404 3.851 -1.834
H -0.593 4.562 -0.180
H 3.629 0.983 1.278
H 5.761 -0.018 0.805
H 6.021 -1.510 -1.240
H 4.092 -1.969 -2.646
C -4.400 -2.284 -0.257
N -4.322 -3.741 -0.387
C -5.062 -4.284 -1.475
C -3.405 -4.419 0.347
O -3.183 -5.646 0.190
H -4.008 -1.849 -1.159
H -3.790 -1.883 0.528
H -5.449 -1.983 -0.202
H -4.606 -3.993 -2.393
H -6.114 -3.830 -1.494
H -5.048 -5.378 -1.339
H -2.924 -3.778 1.080
C -2.271 0.732 -4.143
C -3.095 -0.103 -3.115
O -4.278 -0.458 -3.409
O -2.556 -0.403 -1.993
H -1.824 1.547 -3.634
H -3.024 1.161 -4.772
H -1.475 0.106 -4.581

Atomic forces in eV per Å
Pd 0.3 0.2 0.3
C -1.1 -1.5 -0.5
C 0.8 0.5 -1.6
C 0.1 1.7 0.6
C -0.6 -0.6 0.9
C 0.3 -0.1 -0.5
C 0.4 -0.9 -0.1
C -0.3 -0.2 -0.5
C 0.2 -0.2 -0.3
C 1.3 0.1 1.5
C -0.7 0.4 -2.0
C 0.3 1.3 0.8
C -0.3 -0.3 0.9
N -0.5 0.2 -0.5
C 0.5 0.3 1.7
C 0.0 -0.1 -0.8
C -0.6 0.5 0.6
C 1.0 -1.5 -1.0
C -1.3 -0.1 -0.5
C 2.7 -0.1 0.4
F -0.9 -0.6 -1.1
H -0.1 0.8 -0.2
H -0.3 0.2 0.6
H 1.0 0.6 0.1
H -0.5 -0.5 0.8
H 0.6 -0.5 -1.2
H 0.0 -0.7 0.2
H -0.2 -0.3 0.8
H -0.2 0.2 -0.5
H -0.2 0.5 1.0
H 0.1 0.7 0.1
H -0.1 -0.6 -0.5
H -0.4 0.8 0.2
H 0.3 0.2 1.1
H -0.3 -0.5 0.2
H -0.3 -0.3 0.0
H -0.4 0.3 -0.9
H 0.2 -1.3 -0.8
H -0.3 0.0 0.1
H 0.0 0.1 -0.1
H -0.4 0.6 0.3
H -0.2 0.5 0.6
C -0.4 -0.4 -1.0
N 0.9 1.1 1.7
C -1.3 -0.4 0.6
C -1.1 -2.3 -1.7
O -0.1 2.0 0.6
H 0.2 0.5 -0.5
H 0.2 0.0 0.7
H 0.0 0.0 0.4
H 0.4 0.1 -0.9
H 1.3 -0.8 0.2
H -0.3 0.4 -0.4
H 0.3 0.0 0.3
C -0.8 -1.2 1.0
C -0.5 -0.7 0.9
O 1.3 0.5 -0.2
O 0.0 0.5 -0.9
H 0.8 0.6 0.7
H -0.1 -0.1 -1.2
H -0.5 0.4 -0.1